Record 1
Here is a cluster of 2 separate species, C3H13N2 in total from the Open Molecules 2025 dataset. Energies are from ωB97M-V/def2-TZVPD.

Its HOMO energy (alpha / beta) is -2.5 / -10.7 eV. The value obtained for the HOMO-LUMO gap (alpha / beta) is 3.62 / 11.46 eV. The LUMO energy (alpha / beta) comes out at 1.116 / 0.732 eV.

Geometry as ORCA input:
```
! RIJCOSX wB97M-V def2-TZVPD def2/J DEFGRID3
* xyz 0 2
C 1.69831 0.34136 0.33400
N 0.37783 -0.11608 -0.15600
C 0.25051 -0.05121 -1.62407
C 0.04704 -1.46250 0.36374
H 1.94972 1.28005 -0.15611
H 2.45198 -0.42005 0.12130
H 1.61918 0.46750 1.42205
H -0.81033 -0.14061 -1.87724
H 0.64334 0.89768 -1.96767
H 0.81340 -0.87158 -2.06837
H -0.97615 -1.70699 0.05179
H 0.17491 -1.46154 1.44240
H 0.71376 -2.18622 -0.10068
N -1.91171 1.10847 0.87972
H -0.35367 0.53662 0.26042
H -1.72780 2.03606 1.26723
H -2.64646 1.20286 0.17418
H -2.31386 0.54617 1.63330
*
```

Record 2
Here is a cluster of 2 separate species, C28H38N3O2 in total from the Open Molecules 2025 dataset. Energies are from ωB97M-V/def2-TZVPD.

Its HOMO energy is -11.0 eV. The value obtained for the HOMO-LUMO gap is 6.52 eV. The LUMO energy comes out at -4.509 eV.

Geometry as ORCA input:
```
! RIJCOSX wB97M-V def2-TZVPD def2/J DEFGRID3
* xyz 1 1
C -2.03872 -1.08669 2.04205
N -3.35876 -1.12994 1.46923
C -4.14023 -2.30580 1.92930
C -5.61685 -1.87955 1.90066
C -5.60971 -0.33960 1.89074
C -4.13269 0.06848 1.90175
H -1.49493 -0.24252 1.61029
H -2.04685 -0.97483 3.14249
H -1.50091 -2.00434 1.79887
H -3.94802 -3.18585 1.30549
H -3.85772 -2.57345 2.96986
H -6.11901 -2.26635 1.00907
H -6.13581 -2.26961 2.77832
H -6.10815 0.04989 1.00053
H -6.11065 0.06614 2.77081
H -3.83755 0.33819 2.93983
H -3.91329 0.93707 1.27068
C -4.99347 -0.59779 -5.89629
O -4.98710 -1.58452 -4.84184
C -3.97083 -1.51943 -3.94072
C -3.99116 -2.45609 -2.86878
C -3.04236 -2.37508 -1.87870
C -2.03558 -1.36547 -1.88560
C -1.05327 -1.30374 -0.84249
C 0.10247 -0.51218 -0.94881
C 1.21499 -0.50148 -0.10737
N 2.27221 0.32927 -0.25131
C 3.39320 0.30356 0.70008
C 2.93871 0.58767 2.12766
C 4.07601 0.64138 3.12446
C 4.30768 1.81158 3.85491
C 5.41108 1.89509 4.70826
C 6.26220 0.79309 4.85697
C 5.99169 -0.39901 4.17301
C 4.89361 -0.47546 3.30819
C 4.31901 1.39092 0.15726
O 5.40317 1.73321 0.61110
N 3.71381 1.93579 -0.93955
C 4.34139 3.02352 -1.65478
C 2.42963 1.34856 -1.31035
C 2.54369 0.72058 -2.70899
C 1.32862 2.41492 -1.22769
C -2.01140 -0.47464 -2.99608
C -2.94901 -0.54242 -4.00436
H -5.89487 -0.82783 -6.46568
H -5.04596 0.42470 -5.49467
H -4.10218 -0.69727 -6.53183
H -4.76150 -3.22166 -2.86901
H -3.04601 -3.09970 -1.06352
H -1.12286 -2.04564 -0.05608
H 0.16315 0.16439 -1.79766
H 1.30416 -1.21726 0.71668
H 3.92755 -0.66542 0.64303
H 2.41210 1.55566 2.11913
H 2.21645 -0.19258 2.41456
H 3.62737 2.65607 3.71841
H 5.59898 2.82527 5.24982
H 7.13531 0.86235 5.51051
H 6.63084 -1.27389 4.30264
H 4.66563 -1.39352 2.75938
H 5.26101 3.28857 -1.13190
H 4.58988 2.73593 -2.68520
H 3.68827 3.90604 -1.69242
H 3.44717 0.09632 -2.74392
H 1.68242 0.09333 -2.95044
H 2.62565 1.51296 -3.46359
H 1.37756 2.90362 -0.24372
H 1.48147 3.16003 -2.01727
H 0.33424 1.97868 -1.34357
H -1.23868 0.29115 -3.08693
H -2.89626 0.15669 -4.84491
*
```

Record 3
Here is an isolated molecule of C3H7NO from the Open Molecules 2025 dataset. Energies are from ωB97M-V/def2-TZVPD.

Its HOMO energy (alpha / beta) is -8.3 / -8.3 eV. The value obtained for the HOMO-LUMO gap (alpha / beta) is 9.21 / 9.20 eV. The SMILES is C/C=[N+](/C)[O-]. The LUMO energy (alpha / beta) comes out at 0.887 / 0.887 eV.

Geometry as ORCA input:
```
! RIJCOSX wB97M-V def2-TZVPD def2/J DEFGRID3
* xyz 0 1
C 1.81841 0.56168 -0.01620
C 0.50407 -0.20178 -0.18861
N -0.65619 0.25855 0.22972
C -1.85083 -0.55694 -0.00181
O -0.78340 1.36319 0.84425
H 1.63334 1.36570 0.64573
H 2.28520 0.65274 -1.01305
H 2.57774 -0.13272 0.38410
H 0.46441 -1.07194 -0.76852
H -1.76447 -0.98553 -0.97787
H -1.62846 -1.44017 0.64343
H -2.59981 0.18722 0.21883
*
```

Record 4
Here is an isolated molecule of C18H18N2O4 from the Open Molecules 2025 dataset. Energies are from ωB97M-V/def2-TZVPD.

Its HOMO energy is -8.3 eV. The value obtained for the HOMO-LUMO gap is 8.96 eV. The SMILES is COc1cccc(CNC(=O)[C@]2(C)Oc3ccccc3NC2=O)c1. The LUMO energy comes out at 0.671 eV.

Geometry as ORCA input:
```
! RIJCOSX wB97M-V def2-TZVPD def2/J DEFGRID3
* xyz 0 1
C 3.15112 -1.80684 -3.81118
O 1.77990 -1.69481 -3.51761
C 1.36610 -1.94433 -2.24394
C 2.19834 -2.30179 -1.19051
C 1.65884 -2.50922 0.06831
C 0.30360 -2.37305 0.29203
C -0.53768 -2.03092 -0.76127
C -2.00505 -1.79592 -0.50343
N -2.20714 -0.40752 -0.12731
C -2.04244 0.00571 1.14337
O -1.99559 -0.72785 2.10554
C -1.93215 1.54746 1.26477
C -3.31701 2.17521 1.35427
O -1.27707 2.06634 0.10795
C 0.03275 1.67989 -0.01322
C 0.61013 1.60468 -1.27011
C 1.93393 1.22231 -1.39887
C 2.67758 0.89899 -0.27764
C 2.11105 0.98338 0.98191
C 0.79128 1.38399 1.12381
N 0.20431 1.57364 2.37183
C -1.12166 1.81195 2.54397
O -1.60075 2.15655 3.59479
C -0.00358 -1.81172 -2.01752
H 3.51582 -2.82601 -3.64800
H 3.74837 -1.10834 -3.21603
H 3.24855 -1.55589 -4.86634
H 3.26062 -2.41807 -1.33404
H 2.31332 -2.78149 0.88279
H -0.10901 -2.52324 1.27727
H -2.34960 -2.40586 0.33400
H -2.60607 -2.00688 -1.38992
H -2.11490 0.28373 -0.85836
H -3.79462 1.84150 2.27071
H -3.91753 1.88519 0.49620
H -3.22245 3.25807 1.37762
H 0.01653 1.85905 -2.13387
H 2.37606 1.17236 -2.38144
H 3.70706 0.59180 -0.37733
H 2.68987 0.75197 1.86326
H 0.79696 1.58889 3.19133
H -0.63278 -1.53748 -2.85063
*
```

Number 1: largest force on an atom 0.5 eV Å⁻¹. Number 2: largest force on an atom 2.2 eV Å⁻¹. Number 3: largest force on an atom 3.1 eV Å⁻¹. Number 4: largest force on an atom 0.6 eV Å⁻¹.